1.
Computed, not measured: C18H14F5IN2Ru as an isolated structure in a non-equilibrium geometry, with wB97M-V/def2-TZVPD.

Each line ends with the Löwdin charge.
Atoms and positions in Å:
C -3.41227 0.12159 -0.36088  -0.41
C -2.85991 -0.07652 -1.80210  -0.13
H -3.60047 -0.84340 0.17992  0.07
H -4.47169 0.39721 -0.42140  0.13
H -3.12587 1.09984 0.12281  0.02
H -2.01060 -0.76406 -1.87854  0.04
H -3.67913 -0.54275 -2.36364  0.11
H -2.63167 0.88126 -2.27978  0.09
C 0.08505 -1.90328 2.65550  -0.09
C 1.06267 -2.70384 3.23264  0.07
C 1.94834 -3.38605 2.39716  0.04
C 1.85802 -3.17627 1.02722  0.09
H -0.66395 -1.36828 3.25089  -0.01
H 1.09870 -2.77754 4.31973  0.15
H 2.70148 -4.05641 2.81184  0.15
H 2.51542 -3.67494 0.31720  0.13
N -0.01142 -1.70253 1.33914  0.02
C 0.91802 -2.25185 0.52613  -0.15
C 0.99013 -1.69074 -0.81748  -0.16
N 0.12447 -0.67946 -1.06701  0.00
C 0.35078 0.13743 -2.11236  -0.05
C 2.15736 -1.24597 -2.88553  0.03
C 1.32908 -0.13668 -3.06422  0.06
H -0.30567 1.00654 -2.19240  0.13
H 1.40783 0.52408 -3.92640  0.15
C 1.99261 -2.02289 -1.74668  0.08
H 2.62330 -2.88283 -1.52376  0.13
H 2.92699 -1.49230 -3.61752  0.15
Ru -1.51113 -0.19591 0.40544  0.97
I -2.69415 0.17838 2.67709  0.59
F 1.43754 0.69537 1.56916  0.05
C 0.84083 1.82265 1.10616  -0.24
C -0.42954 1.75946 0.55094  -0.11
C -0.94070 2.95304 0.06343  -0.22
F -2.17202 2.99390 -0.52285  0.06
C -0.23200 4.15809 0.10870  -0.11
F -0.77057 5.27927 -0.41109  0.14
C 1.03809 4.19263 0.67805  -0.10
F 1.73502 5.34440 0.73274  0.15
C 1.57556 3.01187 1.18361  -0.12
F 2.80548 3.01748 1.73811  0.13

Force components x, y, z for each atom (eV/Å):
-2.4 0.7 -2.2
-1.1 0.1 -0.3
0.5 0.4 0.2
-0.1 -0.1 -0.2
-0.1 -0.7 0.0
-0.3 0.1 -0.1
0.4 0.0 -0.1
0.0 -0.2 0.2
-1.3 1.0 -1.2
1.1 -0.8 0.2
0.0 -0.1 0.2
0.5 -0.2 0.1
0.4 -0.4 -0.1
0.1 -0.1 -0.3
-0.2 0.2 -0.1
0.0 0.0 0.4
-0.3 -0.1 0.8
-0.3 0.4 -0.5
-0.3 -0.1 0.5
0.3 1.4 -0.4
-0.8 -0.8 1.0
0.0 0.0 -0.2
0.6 -0.3 -0.3
0.3 -0.3 0.0
0.2 -0.2 0.2
0.2 -0.2 0.2
0.0 0.3 -0.4
-0.2 0.1 0.2
3.4 0.6 1.8
0.3 0.3 0.5
-0.1 0.1 0.0
0.1 0.6 -0.1
-0.4 -0.7 0.0
0.0 0.3 -0.2
0.5 -0.2 0.3
-0.4 0.6 -0.3
0.4 -1.0 0.5
0.3 0.7 0.0
-0.7 -1.2 -0.1
0.6 -0.3 0.3
-1.0 -0.1 -0.5

The value obtained for the total energy is -46121.489 eV. As for the molar mass: 581.29 g mol⁻¹. As for the spin multiplicity: 5. The value obtained for the HOMO-LUMO gap (spin up / spin down) is 0.2367 / 0.1049 Ha. The value obtained for the LUMO energy (spin up / spin down) is -8.28 / -11.85 eV. Its net charge is +2.

2.
Computed, not measured: one molecule with the formula C18H14N4O2 in a non-equilibrium geometry, with wB97M-V/def2-TZVPD.

Each line ends with the Löwdin charge.
Atoms and positions in Å:
N 0.39729 1.75723 6.58078  0.10
C -0.16242 0.84010 5.71990  -0.33
C 0.38353 0.63555 4.45461  0.01
C -0.23794 -0.20485 3.53776  -0.17
C -1.41327 -0.86407 3.89497  -0.05
C -1.94378 -0.68156 5.15901  -0.08
C -1.33195 0.15978 6.06650  -0.04
H -1.75562 0.30644 7.05028  0.11
H -2.84582 -1.20376 5.44324  0.10
H -1.89038 -1.52479 3.18908  0.11
C 0.32392 -0.36359 2.20431  -0.20
C -0.31961 -0.40898 0.99406  0.05
C 0.68194 -0.47795 -0.00487  -0.06
C 0.76330 -0.44533 -1.40733  -0.25
N 1.94494 -0.51898 -1.99801  0.13
C 3.03746 -0.59530 -1.24551  -0.21
N 3.11692 -0.57131 0.06603  0.14
C 1.93103 -0.50032 0.66713  -0.27
N 1.68616 -0.41062 1.99341  0.17
H 2.38734 -0.43421 2.71477  0.16
H 3.97120 -0.66966 -1.78586  0.11
O -0.38643 -0.33783 -2.08607  0.09
C -0.50310 0.01193 -3.41079  -0.22
C -1.80985 -0.04221 -3.89257  0.05
C -2.09269 0.34044 -5.19355  -0.32
C -1.06339 0.78046 -6.02259  -0.03
C 0.22533 0.82851 -5.53319  -0.07
C 0.52331 0.45008 -4.23340  -0.03
H 1.53301 0.48783 -3.86457  0.09
H 1.02446 1.17110 -6.17276  0.11
H -1.29693 1.07776 -7.03105  0.11
O -3.35665 0.30623 -5.69216  0.06
H -3.96604 -0.01023 -5.01421  0.11
H -2.59449 -0.37878 -3.22930  0.13
H -1.37702 -0.36956 0.82917  0.12
H 1.27966 1.17264 4.17498  0.11
H 0.15065 1.68325 7.55352  0.09
H 1.34778 2.03500 6.40086  0.09

Force components x, y, z for each atom (eV/Å):
0.2 0.3 0.2
-0.2 -0.2 -0.2
0.0 -0.1 0.0
-0.2 0.0 0.4
0.1 0.0 -0.2
0.0 0.0 0.0
0.1 0.1 0.1
-0.1 0.0 0.1
-0.1 0.0 0.0
0.0 -0.1 -0.1
-0.4 0.0 -0.5
-0.1 0.0 0.4
0.6 0.0 -0.1
0.9 0.0 0.6
-0.9 -0.1 -0.3
0.3 0.0 0.2
0.3 0.0 0.4
-0.5 0.1 -1.0
0.2 0.0 0.3
0.0 0.0 -0.1
0.1 0.0 0.0
-0.2 -0.1 0.2
-0.1 0.2 -0.7
0.1 -0.1 0.2
0.4 0.0 0.2
-0.3 0.0 -0.1
-0.2 0.0 0.0
0.3 0.0 0.3
-0.1 0.0 -0.1
0.1 0.0 -0.1
0.0 0.0 -0.2
-0.2 0.0 -0.1
0.1 0.0 -0.1
-0.1 0.0 0.1
-0.2 0.1 0.1
0.1 0.1 0.0
0.1 0.0 0.0
-0.1 0.0 0.1

The value obtained for the total energy is -28949.420 eV. As for the molar mass: 318.34 g mol⁻¹. As for the spin multiplicity: 1. The value obtained for the HOMO-LUMO gap is 0.3108 Ha. The value obtained for the LUMO energy is 0.57 eV. As for the SMILES: Nc1cccc(-c2cc3c(Oc4cccc(O)c4)ncnc3[nH]2)c1. The calculation puts the energy above the lowest of the compared OMol25 structures with the same formula, charge and spin at 0.0 kJ/mol.

3.
Computed, not measured: C18H15BrN6Zr as an isolated structure, with wB97M-V/def2-TZVPD.

Each line ends with the Löwdin charge.
Atoms and positions in Å:
Zr 0.08930 -0.16497 -0.00931  2.12
N 4.06245 1.33963 -0.20099  0.20
C 4.51043 0.13245 -0.69003  0.04
C 3.42035 -0.66883 -0.78247  -0.06
N 2.29824 0.02653 -0.34547  -0.07
C 2.75151 1.27040 -0.01811  -0.23
C 1.79776 2.25185 0.46040  -0.22
N 0.51498 1.84685 0.59274  -0.10
C -0.18919 2.93332 1.10909  -0.04
C 0.66844 3.96771 1.25920  0.05
N 1.90781 3.51567 0.83756  0.21
H 4.66545 2.14004 -0.03467  0.21
H 5.54716 -0.04387 -0.93297  0.17
H 3.38330 -1.66767 -1.18007  0.13
H -1.24140 2.87754 1.33095  0.12
H 0.52193 4.97364 1.62138  0.17
H 2.74746 4.08752 0.84280  0.21
Br -3.98995 4.52080 -1.02337  1.02
C -3.32127 2.83442 -0.68092  -0.66
C -2.38769 2.25872 -1.55306  -0.06
C -1.93609 0.97425 -1.28754  -0.10
C -2.38786 0.27742 -0.13421  -0.34
C -3.28371 0.87411 0.76551  0.05
C -3.75834 2.13526 0.46675  -0.04
N -1.79791 -0.99722 -0.04053  -0.13
C -2.15817 -2.24429 -0.00112  0.10
C -1.03440 -3.15103 0.02606  -0.23
C -1.18845 -4.51714 0.04344  0.10
C -0.04187 -5.33085 0.11580  0.08
C 1.18411 -4.71425 0.20581  0.06
C 1.25928 -3.31449 0.19374  -0.05
N 0.19662 -2.51400 0.07213  -0.04
H -2.08770 2.77706 -2.45504  0.14
H -1.42927 0.43606 -2.10521  0.14
H -3.61636 0.34458 1.65108  0.15
H -4.49023 2.60163 1.11591  0.14
H -3.19655 -2.57308 0.01803  0.19
H -2.17946 -4.95537 0.01118  0.16
H -0.13226 -6.41070 0.12435  0.16
H 2.09769 -5.28808 0.29812  0.15
H 2.22387 -2.84162 0.31305  0.11

Force components x, y, z for each atom (eV/Å):
0.4 0.1 -0.4
0.0 0.0 -0.1
0.0 0.0 0.0
0.1 0.0 -0.1
-0.1 0.3 -0.2
0.1 -0.2 0.0
0.1 -0.1 0.1
-0.1 0.1 0.6
0.0 0.0 -0.1
0.0 0.0 0.0
0.0 0.0 0.0
0.0 0.0 0.0
0.0 0.0 0.0
-0.1 0.0 0.0
0.0 0.0 0.0
0.0 0.0 0.0
0.0 0.0 0.0
0.0 -0.1 0.0
-0.1 0.1 0.1
0.0 -0.1 0.1
0.0 0.1 -0.1
-0.1 -0.1 -0.5
0.2 -0.1 0.0
0.0 0.1 -0.1
-0.4 -0.4 0.1
0.2 0.1 0.0
-0.1 0.0 0.1
0.0 0.0 0.0
0.0 0.0 0.0
0.0 0.0 0.0
0.1 0.1 0.0
-0.1 -0.1 0.3
0.0 0.0 0.0
0.0 -0.1 0.1
0.0 0.0 0.0
0.0 0.0 0.0
0.0 0.0 -0.1
0.0 0.0 0.0
0.0 0.0 0.0
0.0 0.0 0.0
0.0 0.0 0.0

The value obtained for the total energy is -99131.494 eV. As for the molar mass: 486.49 g mol⁻¹. As for the spin multiplicity: 1. The value obtained for the HOMO-LUMO gap is 0.1965 Ha. The value obtained for the LUMO energy is -15.32 eV. Its net charge is +4. The calculation puts the energy above the lowest of the compared OMol25 structures with the same formula, charge and spin at 0.0 kJ/mol.

4.
Computed, not measured: one molecule with the formula C18H15FN2O3, with wB97M-V/def2-TZVPD.

Each line ends with the Löwdin charge.
Atoms and positions in Å:
O -0.38454 -2.36237 1.45078  0.07
C -0.96164 -1.36658 1.07179  -0.50
N -0.65656 -0.73088 -0.08212  0.08
H -1.22309 0.04386 -0.39169  0.13
C 0.34765 -1.23098 -1.00033  -0.12
C -0.29207 -1.89536 -2.19211  -0.21
C -0.92928 -3.12078 -2.02789  -0.02
C -1.55901 -3.73639 -3.09289  0.00
C -1.54244 -3.10881 -4.32597  -0.28
C -0.91904 -1.89020 -4.51787  -0.01
C -0.29683 -1.28609 -3.43926  -0.04
H 0.19397 -0.33324 -3.57402  0.11
H -0.92694 -1.43054 -5.49343  0.12
F -2.15259 -3.70310 -5.37285  0.05
H -2.05455 -4.68761 -2.98143  0.12
H -0.92632 -3.59022 -1.05582  0.12
H 0.94135 -1.95638 -0.43668  0.13
H 0.98764 -0.40141 -1.31605  0.12
C -2.04924 -0.67526 1.88313  -0.07
H -2.66977 -0.04925 1.24296  0.11
H -2.66816 -1.43627 2.35818  0.13
C -1.40880 0.17540 2.98616  -0.10
N -0.37057 1.04838 2.47743  0.04
C -0.50861 1.91801 1.41164  -0.37
O -1.51777 2.08870 0.76897  0.11
C 0.82089 2.55031 1.23523  -0.08
C 1.25548 3.49164 0.32592  0.01
C 2.58564 3.89441 0.40054  -0.06
C 3.44210 3.36719 1.35457  -0.06
C 3.00198 2.41732 2.27199  0.01
C 1.68405 2.01902 2.19665  -0.07
C 0.91813 1.04755 3.01244  -0.34
O 1.27010 0.38682 3.95225  0.14
H 3.66237 2.00263 3.01716  0.12
H 4.46873 3.69967 1.38714  0.11
H 2.95627 4.63093 -0.29654  0.11
H 0.58278 3.89956 -0.41247  0.12
H -0.92255 -0.46739 3.72512  0.13
H -2.17873 0.77771 3.47938  0.14

Force components x, y, z for each atom (eV/Å):
0.2 -0.4 0.3
-0.5 0.4 0.0
0.1 0.2 -0.3
0.0 0.0 0.2
0.0 -0.1 0.0
0.1 0.1 0.0
0.0 0.1 -0.1
-0.1 0.0 -0.2
0.1 0.1 0.1
-0.2 -0.2 -0.2
0.0 -0.1 0.2
0.1 0.1 0.0
0.0 0.0 -0.1
0.0 0.0 0.1
-0.1 -0.1 0.0
0.0 -0.1 0.1
0.0 0.2 -0.1
0.0 -0.1 0.0
0.1 -0.1 0.0
0.0 -0.1 0.1
0.0 0.0 -0.1
-0.3 -0.1 0.0
-0.3 -0.2 0.1
-0.1 0.0 0.0
-0.1 0.1 0.0
0.6 0.0 0.2
-0.1 -0.1 0.1
-0.1 0.0 -0.1
0.0 -0.1 0.1
-0.1 -0.1 0.0
0.0 0.5 -0.5
0.1 -0.1 0.2
0.1 0.0 0.0
0.1 0.0 0.1
0.1 0.0 0.0
0.0 0.1 -0.1
-0.1 0.0 -0.1
-0.1 0.1 -0.1
0.1 -0.1 0.0

The value obtained for the total energy is -30751.508 eV. As for the molar mass: 326.33 g mol⁻¹. As for the spin multiplicity: 1. The value obtained for the HOMO-LUMO gap is 0.3128 Ha. The value obtained for the LUMO energy is -0.58 eV. As for the SMILES: O=C(CCN1C(=O)c2ccccc2C1=O)NCc1ccc(F)cc1. The calculation puts the energy above the lowest of the compared OMol25 structures with the same formula, charge and spin at 0.0 kJ/mol.

5.
Computed, not measured: C18H15FeNO7 as an isolated structure in a non-equilibrium geometry, with wB97M-V/def2-TZVPD.

Each line ends with the Löwdin charge.
Atoms and positions in Å:
C 1.26434 -2.97199 -3.54902  -0.07
O 0.73079 -3.27165 -2.22994  -0.16
C -0.19370 -2.45297 -1.59541  -0.34
C -0.26849 -2.59520 -0.15843  -0.15
C -0.55022 -1.28067 0.60101  -0.19
C -1.08323 -0.07611 -0.16004  -0.15
C -1.27275 -0.25748 -1.55154  -0.12
C -0.88449 -1.38546 -2.27877  -0.10
Fe -1.23765 -4.52464 -0.71020  0.18
C -1.63553 -5.06140 0.87309  -0.25
O -2.16156 -5.22519 1.90241  0.03
C -1.45467 -6.03504 -1.58926  -0.27
O -1.73710 -7.02142 -2.12076  0.02
C -2.88252 -4.14166 -1.14435  -0.21
O -4.04635 -4.03541 -1.15802  0.05
H 1.21903 -3.91374 -4.10720  0.08
H 0.71338 -2.18901 -4.08831  0.07
H 2.31843 -2.67308 -3.42654  0.08
H 0.55483 -3.17658 0.32183  0.10
H -1.25965 -1.46893 1.42578  0.10
H 0.42114 -1.03343 1.07987  0.09
H -1.92411 0.46231 0.27578  0.07
H -1.87288 0.51838 -2.05970  0.09
H -1.06367 -1.43293 -3.35858  0.07
C -0.42161 1.53559 1.32064  -0.04
C 1.02855 1.67117 1.57001  -0.41
O 1.72548 0.66202 1.62104  -0.02
C 1.49051 3.05687 1.70974  -0.10
C 0.42892 4.06114 1.91423  -0.26
C 0.82682 5.49837 1.78097  -0.07
C 2.14153 5.83878 1.63968  -0.17
C 3.14113 4.83958 1.67747  -0.14
C 2.82154 3.48329 1.69610  -0.08
N -1.20463 2.57906 0.96685  -0.31
O -2.36474 2.49873 0.55511  -0.07
O -0.64270 3.85718 0.90980  0.00
H -0.92677 0.71360 1.86597  0.13
H -0.00889 3.93830 2.93582  0.16
H 0.03277 6.23899 1.79937  0.09
H 2.44291 6.88818 1.52990  0.08
H 4.18880 5.15150 1.64146  0.08
H 3.60703 2.73098 1.67215  0.09

Force components x, y, z for each atom (eV/Å):
-0.5 -0.2 1.0
0.4 -0.1 -1.0
-0.2 1.5 0.2
0.7 -0.5 -1.3
0.2 -0.5 1.1
-1.8 -2.2 -3.0
-0.7 1.0 1.7
1.5 -1.6 -0.1
0.9 1.3 -0.9
-1.4 0.2 2.2
0.7 -0.3 -0.6
1.4 -0.3 -0.7
-0.5 -0.5 -0.1
-3.1 0.6 1.0
1.4 0.0 -0.6
0.0 0.2 0.0
0.1 -0.2 0.3
-0.3 0.0 0.0
-0.3 0.6 -0.7
0.2 -0.1 0.0
-0.6 0.1 -0.1
0.4 -0.1 -0.5
0.3 -0.4 0.2
0.2 0.0 0.4
0.4 0.9 2.2
-2.0 2.2 -0.3
1.7 -1.2 0.4
1.0 -0.5 -0.3
-1.0 0.8 -0.3
-0.4 -0.5 -0.1
1.0 0.2 0.1
0.1 1.3 -0.2
-0.4 -1.4 0.3
1.6 -1.1 1.0
-1.6 0.4 -0.1
0.6 0.3 0.0
0.5 0.8 -0.7
-0.1 -0.3 -0.5
0.1 -0.1 0.0
-0.1 -0.4 0.1
-0.3 -0.1 0.0
-0.2 0.1 -0.1

The value obtained for the total energy is -69108.818 eV. As for the molar mass: 413.16 g mol⁻¹. As for the spin multiplicity: 5. The value obtained for the HOMO-LUMO gap (spin up / spin down) is 0.1494 / 0.1589 Ha. The value obtained for the LUMO energy (spin up / spin down) is 4.95 / 4.40 eV. Its net charge is -2.

6.
Computed, not measured: one molecule with the formula C18H15N5 in a non-equilibrium geometry, with wB97M-V/def2-TZVPD.

Each line ends with the Löwdin charge.
Atoms and positions in Å:
N 1.88217 2.16889 0.97864  0.14
N -0.17946 -0.25860 2.90877  0.14
N 0.35781 1.74199 4.07680  0.10
C 2.68717 5.40293 3.54122  -0.03
C 1.76379 4.38748 3.95268  0.04
C 3.20248 5.42848 2.08276  -0.05
C 2.93570 4.42805 1.18555  -0.03
C 1.60691 3.36504 2.91301  -0.14
C -0.18632 0.55897 4.01837  -0.19
C -0.30875 -1.90622 -4.05647  -0.12
C -1.48970 -1.25260 -3.83068  -0.08
C 0.43872 -2.41299 -3.06982  -0.03
C -1.97650 -1.07523 -2.53695  -0.01
C -0.00825 -2.29554 -1.74039  -0.19
C -1.20581 -1.57690 -1.48356  -0.17
C 0.53961 0.16697 1.88249  -0.32
C 0.99147 2.22576 3.01336  -0.29
C 1.12587 1.47154 1.84605  -0.13
N 2.16602 3.31449 1.61021  -0.05
N 0.61741 -0.57061 0.79786  0.11
C 0.64566 -2.79293 -0.54297  -0.08
C -1.48965 -1.56135 -0.01114  -0.06
C -0.06443 -1.88441 0.53192  -0.23
H 2.99162 6.19845 4.23068  0.09
H 1.34696 4.37083 4.93218  0.10
H 3.81292 6.28487 1.80104  0.09
H 3.33226 4.57709 0.21036  0.11
H -0.64319 0.29004 5.00605  0.12
H -0.07969 -1.98929 -5.07929  0.09
H -2.03305 -0.97485 -4.70548  0.09
H 1.24283 -3.03487 -3.28044  0.10
H -2.91107 -0.63985 -2.18440  0.11
H 0.90574 -0.05473 -0.06712  0.17
H 1.70951 -2.67869 -0.49740  0.11
H 0.47412 -3.88031 -0.27434  0.14
H -1.78958 -0.59596 0.42045  0.13
H -2.15467 -2.34013 0.13462  0.10
H -0.14791 -2.49710 1.39411  0.12

Force components x, y, z for each atom (eV/Å):
0.2 -0.1 -1.0
0.4 0.4 1.1
-1.2 -0.4 2.4
-1.3 -1.7 -1.4
3.8 2.1 -4.1
-1.2 -0.9 2.8
-0.3 0.4 1.7
1.9 3.9 0.1
0.5 0.8 0.1
-1.0 0.8 -1.1
-1.2 0.4 0.9
-0.6 -0.5 2.7
0.5 -0.4 1.0
-1.0 0.9 -2.5
1.1 -0.3 -1.0
-1.1 0.3 0.4
-2.7 -4.8 0.3
0.9 1.5 0.7
0.4 1.8 1.1
0.7 -1.9 -3.6
-0.6 0.0 2.2
2.4 1.4 -0.6
-0.2 0.4 0.3
-0.2 -0.3 -0.4
-0.4 -0.5 0.3
-0.2 -0.3 -0.1
-0.1 -0.8 -0.8
0.1 -0.5 -1.4
0.8 -0.4 -1.1
-0.5 0.5 -0.2
1.7 -0.8 -0.4
0.0 0.2 -0.9
-0.2 -0.8 1.2
0.7 0.3 -0.2
-0.2 1.1 -0.5
-0.4 -0.5 -0.3
-1.6 -1.4 1.0
0.2 0.2 1.4

The value obtained for the total energy is -26357.890 eV. As for the molar mass: 301.35 g mol⁻¹. As for the spin multiplicity: 1. The value obtained for the HOMO-LUMO gap is 0.3007 Ha. The value obtained for the LUMO energy is 0.47 eV. As for the SMILES: c1ccc2c(c1)CC(Nc1ncnc3c1nn1ccccc31)C2. The calculation puts the energy above the lowest of the compared OMol25 structures with the same formula, charge and spin at 142.9 kJ/mol.